No. 1
Formula: C24H26FOSi
Source: the OMol25 dataset
Level of theory: ωB97M-V with the def2-TZVPD basis set

The geometry in ORCA input format:
```
! RIJCOSX wB97M-V def2-TZVPD def2/J DEFGRID3
* xyz 1 1
C 0.17 -3.76 2.54
Si 0.23 -2.58 1.10
C 1.52 -3.07 -0.14
C -1.47 -2.32 0.40
C 0.83 -0.89 1.77
C 1.96 -0.64 2.45
O 0.02 0.09 1.19
C -0.53 1.07 2.01
C 0.28 1.97 2.68
C -0.31 2.91 3.52
C -1.69 2.89 3.71
C -2.49 1.95 3.06
C -1.92 1.07 2.14
H -0.18 -4.74 2.18
H 1.17 -3.88 2.98
H -0.52 -3.39 3.31
H 1.27 -4.03 -0.60
H 1.59 -2.31 -0.94
H 2.50 -3.16 0.34
H -1.84 -3.26 -0.04
H -2.17 -2.01 1.18
H -1.47 -1.55 -0.39
H 2.29 0.37 2.71
H 2.51 -1.47 2.89
H 1.36 1.94 2.56
H 0.33 3.65 4.00
H -2.15 3.63 4.38
H -3.57 1.92 3.23
H -2.52 0.36 1.57
F 6.47 3.59 2.15
C 6.31 2.60 1.21
C 6.78 2.84 -0.08
C 6.70 1.78 -1.00
C 6.16 0.57 -0.63
C 5.64 0.34 0.68
C 4.98 -0.91 0.93
C 4.99 -1.74 2.09
C 4.71 -3.13 1.91
C 4.37 -3.95 2.97
C 4.34 -3.42 4.27
C 4.75 -2.10 4.50
C 5.14 -1.29 3.44
C 5.74 1.41 1.62
H 7.23 3.79 -0.33
H 7.09 1.93 -2.00
H 6.09 -0.24 -1.36
H 4.53 -1.36 0.04
H 4.75 -3.53 0.89
H 4.16 -5.00 2.80
H 4.08 -4.06 5.11
H 4.79 -1.72 5.52
H 5.54 -0.29 3.64
H 5.32 1.30 2.61
*
```

The HOMO-LUMO gap is 4.69 eV. The value obtained for the HOMO energy is -0.3999 Ha. The value obtained for the electronic energy is -37944.212 eV.



No. 2
Formula: C24H26FeN4S2Si
Source: the OMol25 dataset
Level of theory: ωB97M-V with the def2-TZVPD basis set

The geometry in ORCA input format:
```
! RIJCOSX wB97M-V def2-TZVPD def2/J DEFGRID3
* xyz 0 5
C 1.13 2.16 1.93
C 0.09 2.43 0.98
C -1.17 2.23 1.63
H 0.23 2.79 -0.04
C -0.91 1.87 3.00
C 0.50 1.83 3.19
H 1.00 1.68 4.13
H 2.18 2.31 1.74
H -2.13 2.46 1.18
H -1.65 1.75 3.78
Fe -0.08 0.47 1.75
C -1.24 -2.29 -2.75
H -1.94 -2.18 -1.92
H -1.74 -1.97 -3.68
H -0.25 -1.78 -2.70
Si -0.12 -0.43 -0.91
C 1.65 -0.37 -1.43
C 2.37 0.84 -1.43
H 1.94 1.75 -1.02
C 3.66 0.88 -1.98
H 4.22 1.81 -1.97
C 4.20 -0.29 -2.54
H 5.19 -0.25 -2.99
C 3.50 -1.50 -2.51
H 3.93 -2.41 -2.93
C 2.24 -1.55 -1.92
H 1.69 -2.50 -1.86
C -1.26 0.75 -1.75
C -0.84 1.35 -2.96
H 0.12 1.09 -3.39
C -1.66 2.28 -3.60
H -1.33 2.75 -4.52
C -2.92 2.59 -3.05
H -3.56 3.32 -3.54
C -3.36 1.97 -1.87
H -4.34 2.20 -1.45
C -2.54 1.05 -1.23
H -2.88 0.55 -0.32
H -0.59 -1.78 -0.48
H -0.96 -3.36 -2.80
N -3.54 0.21 1.82
C -2.72 -0.85 1.98
N -1.39 -0.79 2.13
C -0.84 -2.08 2.28
C -1.76 -3.09 2.10
S -3.33 -2.47 1.81
C 0.57 -2.08 2.40
C 1.50 -3.10 2.45
S 3.09 -2.49 2.58
C 2.47 -0.86 2.60
N 1.15 -0.79 2.38
N 3.29 0.17 2.83
H -4.52 -0.02 1.80
H -3.30 1.05 2.33
H -1.50 -4.14 2.13
H 1.25 -4.14 2.40
H 4.25 -0.06 3.01
H 2.93 1.03 3.20
*
```

The HOMO-LUMO gap (spin up / spin down) is 3.96 / 5.45 eV. The value obtained for the HOMO energy (spin up / spin down) is -0.1420 / -0.1968 Ha. The value obtained for the electronic energy is -95201.163 eV.



Which energy relative to the best compared isomer or geometry (same formula, charge and spin) belongs to each record? In order, 5.7, 0.0 kcal per mole.